# 1
C19H62F6N23O21S2 | ωB97M-V with the def2-TZVPD basis set

The geometry in ORCA input format:
```
! wB97M-V def2-TZVPD RIJCOSX def2/J DEFGRID3
* xyz -1 1
C -0.593 1.689 -0.454
F 0.288 1.423 -1.412
F -0.494 2.951 -0.069
F -1.822 1.472 -0.882
S -0.278 0.544 1.024
O 0.670 1.079 1.965
O -1.566 0.412 1.643
N 0.038 -0.933 0.280
S 1.562 -1.235 0.472
O 2.489 -0.258 -0.049
O 1.798 -1.688 1.816
C 1.762 -2.635 -0.730
F 0.879 -3.598 -0.438
F 1.666 -2.228 -1.992
F 2.969 -3.183 -0.584
C 1.619 3.740 4.594
O 1.472 2.763 5.307
N 0.827 4.106 3.534
N 2.752 4.515 4.710
H 0.080 3.515 3.217
H 1.258 4.773 2.922
H 3.349 4.316 5.494
H 3.187 5.101 4.021
C -3.131 -2.598 0.466
O -4.185 -3.216 0.582
N -2.992 -1.417 -0.215
N -1.959 -3.010 1.013
H -2.075 -0.995 -0.165
H -3.805 -0.842 -0.356
H -1.841 -3.839 1.562
H -1.158 -2.457 0.728
C -5.702 0.000 2.246
O -6.555 0.885 2.172
N -4.389 0.295 2.454
N -6.019 -1.317 2.181
H -4.071 1.243 2.401
H -3.645 -0.379 2.492
H -5.313 -2.021 2.316
H -6.945 -1.678 2.078
C 5.775 -1.739 -1.825
O 6.606 -2.586 -1.525
N 5.315 -0.772 -0.963
N 5.068 -1.786 -2.996
H 4.736 -0.060 -1.362
H 5.534 -0.741 0.013
H 4.385 -1.087 -3.216
H 5.160 -2.584 -3.600
C 1.842 5.685 -0.776
O 0.625 5.630 -0.851
N 2.522 4.972 0.163
N 2.608 6.451 -1.596
H 3.516 4.833 0.171
H 2.002 4.308 0.710
H 2.096 7.067 -2.201
H 3.608 6.451 -1.641
C 4.422 2.607 1.578
O 5.448 3.180 1.937
N 4.173 2.303 0.272
N 3.497 2.132 2.458
H 3.447 1.671 -0.021
H 4.879 2.708 -0.317
H 3.578 2.482 3.396
H 2.654 1.780 2.029
C -0.732 -5.874 -3.326
O -0.572 -6.992 -2.860
N -1.405 -5.560 -4.468
N -0.233 -4.763 -2.678
H -1.962 -6.277 -4.891
H -1.612 -4.576 -4.589
H 0.504 -4.972 -2.036
H -0.462 -3.818 -2.914
C -1.799 7.174 1.495
O -1.783 8.135 2.241
N -2.573 7.101 0.341
N -1.081 6.019 1.757
H -2.555 7.900 -0.261
H -2.637 6.153 -0.007
H -0.385 6.228 2.457
H -0.761 5.475 0.970
C -2.154 -2.242 -3.417
O -1.988 -2.668 -4.560
N -1.270 -1.415 -2.787
N -3.281 -2.503 -2.691
H -1.288 -1.261 -1.789
H -0.383 -1.192 -3.202
H -3.945 -3.030 -3.231
H -3.340 -2.450 -1.686
C -0.464 -0.762 5.205
O -1.486 -1.060 5.821
N -0.111 -1.404 4.059
N 0.500 0.064 5.728
H -0.677 -2.119 3.640
H 0.739 -1.218 3.553
H 1.338 0.342 5.248
H 0.054 0.826 6.216
C -2.710 4.688 -2.468
O -3.145 4.572 -1.337
N -3.399 4.475 -3.628
N -1.367 4.920 -2.706
H -4.381 4.321 -3.786
H -3.016 4.796 -4.501
H -0.908 4.581 -3.527
H -0.865 5.190 -1.870
C -5.033 0.373 -2.092
C -5.110 1.797 -2.612
O -5.756 1.800 -3.897
O -6.156 -0.029 -1.342
H -4.148 0.312 -1.435
H -4.789 -0.267 -2.943
H -4.079 2.045 -2.863
H -5.624 2.540 -2.004
H -6.687 1.582 -3.796
H -6.355 -0.964 -1.419
C 1.638 -4.391 4.577
C 2.870 -3.502 4.724
O 3.017 -3.198 6.138
O 1.471 -4.543 3.167
H 0.809 -3.877 5.064
H 2.031 -5.238 5.140
H 2.819 -2.562 4.160
H 3.818 -3.958 4.424
H 3.958 -3.227 6.322
H 1.166 -3.658 2.933
C 3.201 -5.241 -3.532
C 3.003 -6.206 -4.703
O 3.191 -5.464 -5.906
O 4.546 -4.831 -3.428
H 2.809 -5.745 -2.639
H 2.528 -4.403 -3.719
H 2.011 -6.653 -4.677
H 3.735 -7.020 -4.686
H 4.105 -5.169 -5.937
H 4.985 -5.310 -2.721
*
```

These are the Löwdin partial charges, in e, on atoms 1 to 4:
1. C -0.66
2. F 0.14
3. F 0.15
4. F 0.16

# 2
C19H62N10O10 | ωB97M-V with the def2-TZVPD basis set

The geometry in ORCA input format:
```
! wB97M-V def2-TZVPD RIJCOSX def2/J DEFGRID3
* xyz 1 2
C 3.981 -1.586 2.508
O 3.926 -2.692 1.935
N 4.563 -1.445 3.664
N 3.405 -0.524 2.088
H 4.782 -2.281 4.188
H 4.422 -0.553 4.116
H 3.428 0.353 2.589
H 2.917 -0.583 1.205
C -2.380 -1.451 -0.930
O -2.573 -0.256 -0.584
N -2.691 -1.917 -2.104
N -1.965 -2.378 -0.145
H -2.387 -2.810 -2.464
H -2.997 -1.309 -2.850
H -1.792 -2.224 0.839
H -2.100 -3.325 -0.469
C -4.671 2.373 -1.167
O -5.387 1.452 -0.851
N -4.989 3.577 -1.324
N -3.377 2.233 -1.332
H -4.434 4.247 -1.837
H -5.903 3.887 -1.026
H -2.773 3.042 -1.343
H -3.041 1.310 -1.098
C -2.411 3.153 1.807
C -2.862 2.002 2.658
C -3.522 2.513 3.988
O -2.594 3.455 4.513
C -3.018 3.868 5.826
N -3.708 1.112 1.946
H -1.772 3.888 2.297
H -3.235 3.746 1.411
H -1.764 2.744 1.031
H -1.973 1.411 2.880
H -3.761 1.711 4.686
H -4.431 3.065 3.748
H -3.915 4.470 5.683
H -2.223 4.401 6.348
H -3.276 2.959 6.369
H -3.107 0.831 1.185
H -4.376 1.644 1.408
C -3.333 -2.380 4.735
C -2.803 -1.859 3.393
C -1.438 -2.516 2.997
O -0.585 -1.584 2.386
C 0.156 -0.754 3.293
N -3.818 -1.981 2.347
H -3.345 -3.468 4.807
H -4.379 -2.123 4.903
H -2.756 -1.961 5.560
H -2.593 -0.794 3.492
H -1.714 -3.270 2.260
H -0.941 -3.063 3.798
H 0.972 -1.247 3.822
H -0.498 -0.344 4.062
H 0.594 0.081 2.746
H -3.543 -2.772 1.782
H -3.659 -1.221 1.702
C 3.929 0.782 -1.950
C 4.276 0.859 -3.447
C 4.665 2.264 -3.893
O 3.759 3.272 -3.467
C 2.545 3.171 -4.103
N 5.459 0.061 -3.683
H 4.664 1.254 -1.298
H 4.005 -0.216 -1.519
H 2.991 1.275 -1.696
H 3.496 0.424 -4.071
H 4.597 2.385 -4.975
H 5.724 2.445 -3.709
H 1.885 4.005 -3.861
H 1.973 2.265 -3.905
H 2.689 3.104 -5.182
H 6.113 0.594 -3.128
H 5.363 -0.787 -3.144
C 1.269 -4.572 -3.884
C 2.080 -3.344 -4.268
C 2.624 -2.476 -3.068
O 1.686 -1.690 -2.312
C 0.936 -0.857 -3.230
N 3.273 -3.863 -4.940
H 0.463 -4.323 -3.195
H 1.878 -5.268 -3.306
H 0.939 -5.174 -4.731
H 1.446 -2.755 -4.930
H 3.453 -1.835 -3.367
H 3.142 -3.262 -2.518
H 1.455 -0.408 -4.076
H 0.387 -0.074 -2.707
H 0.120 -1.475 -3.604
H 3.927 -4.184 -4.240
H 3.054 -4.676 -5.497
O 0.071 1.393 -0.233
H -0.735 0.990 -0.558
H 0.659 0.655 -0.072
O 1.585 -0.667 0.096
H 1.166 -1.261 0.718
H 1.611 -1.159 -0.725
O 1.023 3.777 0.568
H 0.520 3.011 0.290
H 1.498 3.484 1.345
*
```

Values from the calculation:
- <S²> = 0.76

These are the Löwdin partial charges, in e, on atoms 1 to 4:
1. C -0.79
2. O -0.01
3. N 0.16
4. N 0.17

# 3
C19H64N12O13 | ωB97M-V with the def2-TZVPD basis set

The geometry in ORCA input format:
```
! wB97M-V def2-TZVPD RIJCOSX def2/J DEFGRID3
* xyz 0 1
C -4.652 -3.663 -0.130
C -3.212 -3.299 -0.215
O -2.850 -1.954 0.245
H -5.190 -3.204 -0.995
H -5.080 -3.423 0.857
H -4.688 -4.757 -0.206
H -2.998 -3.215 -1.228
H -2.459 -3.902 0.315
H -2.000 -1.688 -0.076
C -2.795 4.127 -2.993
C -3.517 2.948 -2.308
O -3.078 2.709 -0.999
H -1.858 3.795 -3.341
H -2.492 4.776 -2.147
H -3.400 4.677 -3.714
H -3.417 2.087 -2.937
H -4.547 3.249 -2.381
H -2.266 2.261 -1.099
C 0.462 -5.823 1.241
C 0.314 -5.294 -0.235
O 1.068 -4.117 -0.478
H -0.182 -5.183 1.775
H 1.519 -5.661 1.456
H 0.364 -6.858 1.340
H -0.674 -4.921 -0.458
H 0.692 -6.059 -0.918
H 0.929 -4.042 -1.428
C 2.417 1.171 3.256
C 2.409 2.551 3.784
O 2.757 2.563 5.180
H 2.188 0.472 4.040
H 3.302 0.883 2.783
H 1.602 1.001 2.513
H 1.414 3.006 3.653
H 3.081 3.293 3.285
H 1.980 2.282 5.703
C 3.120 0.965 -1.004
C 3.203 -0.372 -0.279
O 2.881 -1.369 -1.174
H 3.720 0.963 -1.860
H 3.528 1.617 -0.270
H 2.092 1.198 -1.190
H 2.641 -0.416 0.639
H 4.256 -0.547 0.020
H 3.068 -2.110 -0.653
C 1.966 4.178 0.680
C 0.525 4.157 1.100
O -0.005 3.056 0.350
H 2.489 3.237 0.814
H 2.513 4.844 1.360
H 2.166 4.534 -0.366
H -0.040 4.988 0.789
H 0.359 3.953 2.192
H 0.214 3.219 -0.537
C -0.523 -1.974 2.883
O 0.445 -2.239 1.881
N -0.291 -2.331 4.090
N -1.502 -1.197 2.710
H 0.532 -3.006 4.300
H -1.070 -2.443 4.747
H -1.630 -1.092 1.728
H -2.288 -0.805 3.260
C 2.269 -1.134 -4.428
O 2.127 -0.679 -5.765
N 1.644 -0.646 -3.411
N 2.867 -2.249 -4.133
H 1.147 0.232 -3.575
H 2.010 -0.817 -2.500
H 3.371 -2.833 -4.825
H 3.351 -2.135 -3.268
C -0.460 -3.580 -3.155
O -1.526 -4.502 -2.990
N -0.612 -2.290 -3.231
N 0.782 -3.872 -3.096
H -1.525 -1.992 -3.499
H 0.168 -1.552 -3.331
H 0.810 -4.926 -3.364
H 1.557 -3.213 -3.380
C 0.916 2.681 -3.620
O 0.678 3.414 -2.481
N 0.150 1.665 -3.856
N 1.766 2.903 -4.573
H -0.443 1.302 -3.080
H -0.151 1.387 -4.769
H 2.073 3.857 -4.486
H 1.764 2.440 -5.423
C -0.239 1.169 5.179
O 0.053 2.236 5.943
N -0.092 -0.076 5.536
N -0.821 1.139 4.044
H 0.356 -0.111 6.479
H -0.067 -0.986 4.939
H -0.991 2.059 3.567
H -0.948 0.294 3.498
C -0.586 -0.057 -0.705
O -1.102 0.790 -1.672
N -0.427 -1.360 -0.834
N -0.277 0.362 0.511
H -0.547 -1.768 -1.864
H 0.099 -2.016 -0.176
H -0.429 1.366 0.643
H 0.410 -0.155 1.046
C -2.766 3.593 2.079
O -2.212 3.727 3.377
H -3.818 3.262 2.260
H -2.151 2.929 1.453
H -2.795 4.571 1.551
H -2.899 3.783 4.031
*
```

Values from the calculation:
- energy above the lowest of the compared OMol25 structures with the same formula, charge and spin (kJ/mol) = 1017.2

These are the Löwdin partial charges, in e, on atoms 1 to 4:
1. C -0.08
2. C -0.28
3. O -0.12
4. H 0.10

# 4
C19H64O13 | ωB97M-V with the def2-TZVPD basis set

The geometry in ORCA input format:
```
! wB97M-V def2-TZVPD RIJCOSX def2/J DEFGRID3
* xyz 0 1
C -1.259 8.486 1.656
C -2.312 9.177 0.752
O -1.502 10.045 -0.076
H -0.652 7.732 1.153
H -1.774 7.984 2.474
H -0.636 9.250 2.122
H -3.019 9.765 1.338
H -2.926 8.452 0.216
H -2.103 10.418 -0.726
C 6.578 0.778 3.742
C 7.041 2.216 3.949
O 7.634 2.687 2.721
H 6.265 0.316 4.678
H 7.383 0.151 3.358
H 5.761 0.735 3.021
H 7.870 2.207 4.657
H 6.153 2.787 4.217
H 8.141 3.471 2.941
C 7.308 -6.831 -1.594
C 7.224 -6.308 -0.200
O 6.164 -5.413 -0.125
H 7.913 -7.737 -1.558
H 7.700 -6.122 -2.323
H 6.346 -7.153 -1.994
H 8.114 -5.768 0.123
H 7.076 -7.124 0.507
H 6.407 -4.641 -0.642
C -1.345 4.780 -6.929
C -1.665 4.958 -5.457
O -0.482 4.611 -4.790
H -0.690 5.590 -7.251
H -2.218 4.908 -7.569
H -0.857 3.822 -7.109
H -2.370 4.207 -5.101
H -1.959 5.980 -5.219
H 0.035 5.376 -4.529
C -6.367 -0.045 -5.807
C -6.353 0.342 -7.301
O -7.363 1.296 -7.577
H -5.705 -0.874 -5.557
H -7.348 -0.507 -5.695
H -6.229 0.795 -5.126
H -6.415 -0.568 -7.898
H -5.435 0.823 -7.640
H -7.096 1.736 -8.387
C -5.764 2.467 3.406
C -6.703 2.168 2.248
O -6.334 0.958 1.649
H -5.953 3.486 3.742
H -4.729 2.443 3.066
H -5.923 1.748 4.211
H -6.548 2.982 1.540
H -7.739 2.126 2.584
H -5.388 0.912 1.489
C -4.723 -5.761 -0.849
O -4.404 -6.535 0.351
H -5.777 -5.486 -0.868
H -4.168 -4.836 -1.001
H -4.489 -6.424 -1.682
H -3.491 -6.401 0.617
C 1.891 -4.096 -4.651
O 1.502 -4.789 -5.870
H 2.962 -4.229 -4.498
H 1.643 -3.038 -4.733
H 1.314 -4.579 -3.862
H 2.028 -4.451 -6.598
C 6.773 0.833 -3.679
O 7.018 0.175 -2.472
H 6.704 0.080 -4.465
H 5.805 1.323 -3.576
H 7.595 1.515 -3.894
H 7.096 0.898 -1.844
C -3.417 -3.703 6.531
O -3.301 -2.700 7.543
H -4.471 -3.676 6.255
H -2.930 -3.525 5.572
H -3.161 -4.646 7.013
H -3.885 -2.922 8.272
C 0.384 2.671 8.539
O 0.151 1.876 7.382
H 1.014 2.175 9.277
H 0.969 3.572 8.355
H -0.584 2.875 8.997
H -0.509 1.240 7.667
C 1.325 -8.156 3.259
O 1.180 -6.961 2.493
H 2.118 -8.131 4.007
H 0.414 -8.327 3.834
H 1.616 -8.985 2.614
H 1.972 -6.456 2.294
C 0.115 0.463 0.331
O -0.912 0.564 -0.577
H 0.334 1.371 0.894
H -0.053 -0.327 1.063
H 1.050 0.225 -0.176
H -0.650 1.203 -1.245
*
```

Values from the calculation:
- energy above the lowest of the compared OMol25 structures with the same formula, charge and spin (kJ/mol) = 395.5

These are the Löwdin partial charges, in e, on atoms 1 to 4:
1. C -0.09
2. C -0.29
3. O -0.10
4. H 0.07

| no. | energy (eV) |
| --- | --- |
| 1 | -135965.714 |
| 2 | -56074.298 |
| 3 | -65234.812 |
| 4 | -47351.054 |